Entry from the Open Molecules 2025 dataset: C29H40Cl2HfN2O3P2STe as an isolated structure (ωB97M-V with the def2-TZVPD basis set).

ΔE to the lowest compared entry with this formula, charge and spin ... 93.8 kJ/mol
Total energy ... -102894.385 eV
Charge ... +2
HOMO level ... -13.41 eV
LUMO energy ... -5.5 eV
Spin multiplicity ... 1

```
81
Properties=species:S:1:pos:R:3:mulliken_charge:R:1
Hf 0.405 1.059 0.101 0.71
C 0.773 -0.145 3.320 -1.17
C -0.172 -1.018 2.529 0.15
N -0.989 -0.246 1.560 0.62
C -2.221 0.358 2.143 -1.07
C -1.973 1.476 3.142 -0.93
S -0.843 2.724 2.478 0.20
C 0.522 2.806 3.650 -0.92
C 1.778 2.075 3.171 -0.81
N 1.459 0.827 2.437 -0.13
H 0.250 0.401 4.097 0.38
H 1.504 -0.775 3.833 0.51
H 0.409 -1.743 1.958 -0.30
H -0.821 -1.593 3.195 0.42
H -1.347 -0.944 0.908 -0.07
H -2.807 0.729 1.304 0.36
H -2.800 -0.434 2.630 0.62
H -2.929 1.958 3.349 0.64
H -1.601 1.108 4.096 0.49
H 0.759 3.860 3.790 0.44
H 0.169 2.445 4.616 0.50
H 2.353 2.716 2.503 0.41
H 2.412 1.845 4.033 0.44
H 2.362 0.422 2.203 -0.19
Cl 3.850 -0.185 0.686 -0.15
C 3.608 -1.929 0.765 1.08
C 4.665 -2.630 1.326 -0.72
C 4.640 -4.015 1.314 -0.58
C 3.584 -4.684 0.711 -1.15
C 2.544 -3.964 0.155 -1.29
C 2.500 -2.562 0.203 0.14
P 1.127 -1.732 -0.653 1.50
C 1.497 -2.175 -2.389 0.97
C 0.526 -2.577 -3.302 -0.23
C 0.882 -2.899 -4.604 -0.77
C 2.207 -2.822 -5.006 -0.67
C 3.181 -2.428 -4.098 -0.73
C 2.829 -2.106 -2.800 -0.68
C -0.419 -2.640 -0.311 0.42
C -1.569 -2.113 -0.914 -0.77
C -2.814 -2.690 -0.713 -0.75
C -2.934 -3.805 0.107 -0.93
C -1.807 -4.327 0.724 -0.96
C -0.558 -3.753 0.517 -0.60
H 5.504 -2.091 1.739 0.53
H 5.462 -4.568 1.748 0.44
H 3.582 -5.763 0.657 0.46
H 1.757 -4.501 -0.359 0.83
H -0.513 -2.678 -3.016 0.39
H 0.121 -3.223 -5.300 0.47
H 2.482 -3.078 -6.020 0.42
H 4.217 -2.375 -4.402 0.46
H 3.604 -1.804 -2.107 0.40
H -1.498 -1.234 -1.553 0.45
H -3.685 -2.270 -1.198 0.50
H -3.901 -4.262 0.263 0.46
H -1.895 -5.190 1.370 0.47
H 0.296 -4.171 1.032 0.61
C -2.806 6.225 1.242 -1.21
C -2.206 5.747 -0.050 -0.26
O -2.196 4.277 -0.012 -0.07
P -1.143 3.421 -0.774 0.41
O -1.436 1.947 -0.340 -0.05
Te 1.160 3.813 -0.230 -0.08
O -1.308 3.665 -2.299 -0.21
C -2.588 3.557 -3.029 -0.22
C -2.917 2.124 -3.344 -0.95
H -2.815 7.314 1.258 0.42
H -2.218 5.871 2.088 0.24
H -3.831 5.877 1.352 0.32
H -1.179 6.096 -0.182 0.40
H -2.787 6.028 -0.927 0.28
H -2.413 4.143 -3.928 0.32
H -3.353 4.050 -2.430 0.27
H -2.107 1.653 -3.901 0.25
H -3.808 2.105 -3.973 0.48
H -3.124 1.540 -2.449 0.13
Cl 2.343 1.021 -2.098 -0.03
C 0.533 0.954 -2.153 -0.77
H 0.261 0.071 -2.732 0.34
H 0.213 1.834 -2.707 0.70
```



Entry from the Open Molecules 2025 dataset: one molecule with the formula C7H9NO (ωB97M-V with the def2-TZVPD basis set).

ΔE to the lowest compared entry with this formula, charge and spin ... 390.5 kJ/mol
Total energy ... -10938.767 eV
Charge ... 0
HOMO level ... -9.49 eV
LUMO energy ... 0.1 eV
Spin multiplicity ... 1

```
18
Properties=species:S:1:pos:R:3:nbo_charge:R:1
C 0.460 0.727 1.892 -0.67
C -1.195 0.688 -0.736 0.62
C -0.937 -0.455 0.108 -0.23
C 0.408 -0.322 0.795 0.29
C 0.480 1.139 -1.061 -0.34
C -1.631 -1.596 -0.005 -0.30
C 1.121 0.457 -2.012 -0.34
N 1.253 -1.314 0.890 -0.61
O -2.115 1.423 -0.903 -0.48
H 1.023 -2.071 0.242 0.33
H 0.660 2.197 -0.894 0.21
H -0.289 1.511 1.759 0.21
H 0.303 0.243 2.859 0.24
H 1.455 1.177 1.895 0.24
H -1.311 -2.475 0.544 0.21
H -2.529 -1.645 -0.610 0.22
H 0.955 -0.610 -2.145 0.19
H 1.891 0.924 -2.619 0.21
```



Entry from the Open Molecules 2025 dataset: one molecule with the formula C18H19NO4 (ωB97M-V with the def2-TZVPD basis set).

ΔE to the lowest compared entry with this formula, charge and spin ... 59.1 kJ/mol
Total energy ... -28655.230 eV
Charge ... 0
HOMO level ... -8.96 eV
LUMO energy ... 0.4 eV
Spin multiplicity ... 1

```
42
Properties=species:S:1:pos:R:3:nbo_charge:R:1
C 3.086 -3.003 0.955 -0.62
H 3.005 -4.073 1.125 0.21
H 3.213 -2.503 1.913 0.21
H 3.957 -2.805 0.339 0.24
C 1.831 -2.492 0.252 -0.03
N 1.891 -1.044 0.086 -0.63
C 2.862 -0.398 -0.577 0.66
O 3.843 -0.905 -1.077 -0.64
C 2.666 1.124 -0.648 -0.18
H 2.787 1.441 -1.688 0.22
H 3.442 1.603 -0.038 0.24
O 1.384 1.536 -0.203 -0.51
C 1.307 2.279 0.911 0.79
O 2.263 2.696 1.515 -0.58
C -0.103 2.566 1.283 -0.21
C -0.371 3.771 1.928 -0.14
C -1.663 4.121 2.264 -0.23
C -2.705 3.255 1.969 -0.17
C -2.455 2.042 1.357 -0.28
C -1.155 1.684 1.009 0.34
O -0.869 0.444 0.507 -0.51
C -1.695 -0.117 -0.441 0.37
C -2.346 0.641 -1.406 -0.30
C -3.103 0.006 -2.375 -0.19
C -3.208 -1.374 -2.392 -0.23
C -2.550 -2.126 -1.433 -0.18
C -1.796 -1.503 -0.456 -0.29
H -1.285 -2.077 0.301 0.22
H -2.625 -3.203 -1.441 0.22
H -3.798 -1.862 -3.153 0.22
H -3.607 0.598 -3.124 0.22
H -2.250 1.716 -1.400 0.23
H -3.262 1.354 1.151 0.23
H -3.719 3.517 2.230 0.22
H -1.860 5.061 2.754 0.22
H 0.460 4.423 2.147 0.24
H 1.076 -0.511 0.352 0.42
C 1.631 -3.175 -1.100 -0.62
H 2.489 -2.974 -1.735 0.23
H 1.534 -4.249 -0.967 0.21
H 0.735 -2.797 -1.588 0.21
H 0.962 -2.686 0.892 0.19
```



Entry from the Open Molecules 2025 dataset: one molecule with the formula C4H7P (ωB97M-V with the def2-TZVPD basis set).

ΔE to the lowest compared entry with this formula, charge and spin ... 200.2 kJ/mol
Total energy ... -13547.199 eV
Charge ... 0
HOMO level ... -8.98 eV
LUMO energy ... 0.6 eV
Spin multiplicity ... 1

```
12
Properties=species:S:1:pos:R:3:nbo_charge:R:1
C -2.291 -0.457 0.389 -0.38
C -1.001 -0.134 0.395 -0.22
C 1.137 0.770 -0.680 -0.37
C -0.218 0.638 -0.609 -0.25
P 2.897 -0.144 -0.068 0.25
H -2.617 -1.233 1.044 0.19
H -3.073 -0.386 -0.344 0.20
H -0.340 -0.592 1.169 0.20
H 2.142 -1.349 -0.035 -0.01
H 1.439 1.578 -1.311 0.19
H -0.764 1.397 -1.258 0.21
H 2.688 -0.089 1.309 -0.02
```



Number 1: orbital gap 7.87 eV. Number 2: orbital gap 9.54 eV. Number 3: orbital gap 9.34 eV. Number 4: orbital gap 9.57 eV.